Entry one
Formula: CH3NO2S2
Source: the Open Molecules 2025 dataset
Level of theory: ωB97M-V/def2-TZVPD

Last column: Löwdin charge in e.
Positions of all 9 atoms, in Å:
N1 -2.7167 -0.9172 -1.4516  -0.17
S1 -1.7856 -0.2722 -0.4371  0.56
O1 -1.7098 1.1536 -0.3494  -0.31
O2 -1.4121 -1.0537 0.7171  -0.36
H1 -2.5931 -1.9144 -1.0810  0.06
C1 1.7142 -0.5555 0.7627  -0.47
S2 1.2861 -0.3098 -0.7857  0.69
H2 1.2400 -0.9826 1.6414  0.03
H3 2.7651 -0.6059 0.7865  -0.04

Output
SMILES string   N=S(=O)=O.C=S
HOMO (alpha / beta)   -9.55 / -9.55 eV
Gap between HOMO and LUMO (alpha / beta)   8.496 / 8.495 eV
M   125.2 g mol⁻¹

Entry two
Formula: CH3NO2S2
Source: the Open Molecules 2025 dataset
Level of theory: ωB97M-V/def2-TZVPD

Last column: Löwdin charge in e.
Positions of all 9 atoms, in Å:
N1 1.0844 0.3953 -0.7376  -0.07
S1 0.0407 -0.7096 -0.0473  0.47
O1 -0.6179 -1.4597 -1.0455  -0.29
O2 0.7484 -1.4078 0.9930  -0.31
C1 -1.0930 0.5175 0.6438  -0.75
S2 -2.2524 1.1904 -0.2083  0.76
H1 1.5498 0.7009 0.0646  0.03
H2 1.7005 -0.1740 -1.3745  0.11
H3 -1.1606 0.9469 1.7118  0.06

Output
SMILES string   NS(=O)(=O)C=S
HOMO   -9.53 eV
Gap between HOMO and LUMO   8.114 eV
M   125.2 g mol⁻¹

Winner for stability: entry two

Entry one
Formula: CH3NO2S2
Source: the Open Molecules 2025 dataset
Level of theory: ωB97M-V/def2-TZVPD

Last column: Löwdin charge in e.
Positions of all 9 atoms, in Å:
C1 0.2885 0.7796 0.0693  -0.27
N1 -0.7480 -1.5185 -0.1574  -0.48
O1 -2.9095 -0.3502 0.5887  -0.49
O2 1.8656 -1.4168 0.5340  -0.49
S1 -1.8654 -0.2085 -0.3777  0.88
S2 0.8840 -0.8946 -0.3912  0.77
H1 0.2546 1.3207 -0.8765  0.00
H2 0.7192 1.3202 0.9328  0.05
H3 -1.1065 -2.3302 -0.6332  0.04

Output
HOMO (alpha / beta)   -8.99 / -8.99 eV
Gap between HOMO and LUMO (alpha / beta)   7.836 / 7.838 eV
M   125.2 g mol⁻¹

Entry two
Formula: CH3NO2S2
Source: the Open Molecules 2025 dataset
Level of theory: ωB97M-V/def2-TZVPD

Last column: Löwdin charge in e.
Positions of all 9 atoms, in Å:
C1 -0.0373 0.4620 -0.0126  -0.51
N1 -0.7771 -0.5591 0.1981  -0.41
O1 -0.4560 -1.6810 0.5528  0.01
O2 -2.1465 -0.4081 -0.2090  0.02
S1 3.0331 -0.0003 -0.1467  0.34
S2 -0.4309 2.0821 0.0288  0.85
H1 2.7803 -1.0729 0.5909  -0.31
H2 -2.5446 -1.2934 -0.2284  0.12
H3 0.5790 2.4707 -0.7739  -0.11

Output
HOMO (alpha / beta)   -9.18 / -8.90 eV
Gap between HOMO and LUMO (alpha / beta)   7.470 / 6.925 eV
M   125.2 g mol⁻¹

Winner for stability: entry one

Entry one
Formula: C2H4P2
Source: the Open Molecules 2025 dataset
Level of theory: ωB97M-V/def2-TZVPD

Last column: Löwdin charge in e.
Positions of all 8 atoms, in Å:
C1 1.1284 -1.1813 0.2232  -0.34
P1 -0.4960 -0.7277 -0.1536  0.46
P2 -2.3378 0.0555 0.0665  0.55
C2 -0.7692 1.0349 -0.0651  -0.80
H1 1.7795 -0.2110 -0.0807  0.04
H2 1.4639 -2.1702 -0.2830  0.00
H3 -0.4370 1.4157 1.0341  0.06
H4 -0.3319 1.7841 -0.7414  0.02

Output
SMILES string   C=P1=PC1
HOMO   -7.98 eV
Gap between HOMO and LUMO   7.196 eV
M   90.0 g mol⁻¹

Entry two
Formula: C2H4P2
Source: the Open Molecules 2025 dataset
Level of theory: ωB97M-V/def2-TZVPD

Last column: Löwdin charge in e.
Positions of all 8 atoms, in Å:
C1 -1.1851 0.1236 -1.3635  -0.39
C2 0.9440 -0.3388 0.0404  -0.75
P1 0.2639 0.9028 -1.3487  0.76
P2 -0.4710 -1.0363 1.1342  0.71
H1 -1.9561 0.0532 -2.0078  -0.10
H2 1.2256 -1.2089 -0.5989  0.00
H3 1.7086 0.0160 0.6124  -0.06
H4 -1.1711 0.2323 0.9434  -0.18

Output
HOMO (alpha / beta)   -8.63 / -8.31 eV
Gap between HOMO and LUMO (alpha / beta)   7.756 / 7.444 eV
M   90.0 g mol⁻¹

Winner for stability: entry one

Entry one
Formula: C5H6N2
Source: the Open Molecules 2025 dataset
Level of theory: ωB97M-V/def2-TZVPD

Last column: Löwdin charge in e.
Positions of all 13 atoms, in Å:
N1 2.2525 -1.3759 1.2133  0.16
C1 1.6031 -0.4643 0.9202  -0.18
C2 0.6912 0.6096 0.5112  -0.28
C3 0.3393 0.6684 -0.9975  -0.08
C4 -1.0568 0.2372 -0.5785  -0.23
C5 -1.0702 -0.9483 0.2907  -0.11
N2 -0.7390 0.3489 0.8900  0.01
H1 1.0329 1.5589 0.9285  0.14
H2 0.9036 0.0348 -1.6864  0.11
H3 0.3514 1.7009 -1.3540  0.11
H4 -1.9724 0.6536 -0.9890  0.13
H5 -0.2980 -1.7139 0.2272  0.11
H6 -2.0378 -1.3101 0.6244  0.11

Output
SMILES string   N#C[C@H]1C[C@H]2CN21
HOMO   -9.90 eV
Gap between HOMO and LUMO   10.821 eV
M   94.1 g mol⁻¹

Entry two
Formula: C5H6N2
Source: the Open Molecules 2025 dataset
Level of theory: ωB97M-V/def2-TZVPD

Last column: Löwdin charge in e.
Positions of all 13 atoms, in Å:
N1 -0.9680 2.4448 0.5353  0.18
C1 -0.3364 1.4415 0.7955  -0.38
C2 -1.1190 0.2209 0.5859  -0.09
C3 -0.6839 -0.6835 -0.4841  -0.24
C4 0.6954 -0.3533 -1.0790  -0.10
C5 1.1384 -0.6309 0.3349  -0.17
N2 -0.0216 -1.1333 0.7930  0.07
H1 -2.0829 0.0798 1.0594  0.13
H2 -1.4012 -1.3376 -0.9774  0.14
H3 1.0082 -1.1354 -1.7777  0.11
H4 0.8623 0.6333 -1.5196  0.11
H5 2.0995 -0.7241 0.8316  0.11
H6 0.8092 1.1778 0.9022  0.12

Output
HOMO (alpha / beta)   -7.82 / -8.92 eV
Gap between HOMO and LUMO (alpha / beta)   7.666 / 8.605 eV
M   94.1 g mol⁻¹

Entry three
Formula: C5H6N2
Source: the Open Molecules 2025 dataset
Level of theory: ωB97M-V/def2-TZVPD

Last column: Löwdin charge in e.
Positions of all 13 atoms, in Å:
C1 -1.3764 -0.5994 -0.1195  -0.14
C2 -1.0740 0.8136 0.4459  -0.06
C3 0.2642 0.5749 -0.1692  -0.46
N1 1.4935 1.2526 -0.6530  0.16
C4 2.1221 0.1603 -0.3925  -0.08
C5 0.9637 -0.6849 0.0915  -0.16
N2 -0.1048 -0.6174 -0.9574  0.07
H1 -2.2540 -0.6571 -0.7632  0.11
H2 -1.4130 -1.3995 0.6261  0.11
H3 -1.6542 1.5914 -0.0554  0.11
H4 -1.0694 0.9793 1.5260  0.11
H5 3.1918 -0.0123 -0.4812  0.10
H6 0.9104 -1.4015 0.9019  0.13

Output
HOMO   -8.90 eV
Gap between HOMO and LUMO   9.893 eV
M   94.1 g mol⁻¹

Entry four
Formula: C5H6N2
Source: the Open Molecules 2025 dataset
Level of theory: ωB97M-V/def2-TZVPD

Last column: Löwdin charge in e.
Positions of all 13 atoms, in Å:
H1 -0.6032 -2.5770 -0.9642  0.02
N1 0.1750 -1.9560 -0.8654  0.13
C1 -0.2603 -0.8683 -0.2838  -0.36
N2 -1.4956 -0.3669 0.1171  0.05
C2 -1.3381 0.9463 0.5364  -0.12
C3 -0.0346 1.3878 0.5144  -0.05
C4 0.7316 0.2475 0.0027  -0.26
C5 2.0629 0.1400 -0.2108  0.09
H2 -2.3766 -0.8907 0.0150  0.16
H3 -2.2937 1.4707 0.8065  0.13
H4 0.3159 2.2950 1.0189  0.11
H5 2.7106 0.9655 -0.0276  0.05
H6 2.4061 -0.7939 -0.6593  0.06

Output
SMILES string   [H]/N=C1\NC=CC1=C
HOMO   -7.80 eV
Gap between HOMO and LUMO   8.232 eV
M   94.1 g mol⁻¹

Winner for stability: entry four

Entry one
Formula: C2H4OS2
Source: the Open Molecules 2025 dataset
Level of theory: ωB97M-V/def2-TZVPD

Last column: Löwdin charge in e.
Positions of all 9 atoms, in Å:
C1 -0.7342 0.7011 -0.0284  -0.32
C2 -1.0100 -0.6338 -0.3350  -0.74
O1 1.4881 -1.0111 -0.2493  -0.78
S1 1.4077 0.4735 -0.0840  0.85
S2 -0.3637 -1.7642 0.6537  0.81
H1 -0.9046 1.4082 -0.8316  0.07
H2 -0.8804 0.8977 1.1138  0.11
H3 -1.0872 -0.7315 -1.3507  0.03
H4 2.0842 0.6601 1.1115  -0.03

Output
HOMO   -8.88 eV
Gap between HOMO and LUMO   8.480 eV
M   108.2 g mol⁻¹

Entry two
Formula: C2H4OS2
Source: the Open Molecules 2025 dataset
Level of theory: ωB97M-V/def2-TZVPD

Last column: Löwdin charge in e.
Positions of all 9 atoms, in Å:
O1 0.6377 1.7294 0.0472  -0.07
C1 1.3401 1.0140 0.6647  -0.65
S1 0.9753 -0.7147 0.6073  0.81
C2 -0.6642 -1.1356 -0.4418  -0.76
S2 -2.0946 -0.1639 -0.1571  0.72
H1 2.1437 1.4229 1.4220  0.12
H2 -0.7540 -2.1213 -0.2539  -0.02
H3 -0.1963 -0.9249 -1.3733  0.01
H4 -1.3878 0.8941 -0.5150  -0.15

Output
SMILES string   O=CSCS
HOMO   -9.29 eV
Gap between HOMO and LUMO   9.887 eV
M   108.2 g mol⁻¹

Entry three
Formula: C2H4OS2
Source: the Open Molecules 2025 dataset
Level of theory: ωB97M-V/def2-TZVPD

Last column: Löwdin charge in e.
Positions of all 9 atoms, in Å:
C1 -0.8930 0.2314 0.1229  0.00
C2 0.4033 -0.3062 0.3847  -0.35
S1 1.5770 0.5573 1.3312  0.29
O1 2.4330 -0.2837 2.1492  -0.45
S2 0.9695 2.2645 1.9644  0.27
H1 -1.6546 -0.1226 -0.6620  0.09
H2 -1.0171 1.2448 0.6982  0.03
H3 0.7858 -1.2481 -0.1135  0.10
H4 2.3180 0.8622 0.2843  0.02

Output
SMILES string   C=C[S@H](=O)=S
HOMO   -9.64 eV
Gap between HOMO and LUMO   9.341 eV
M   108.2 g mol⁻¹

Winner for stability: entry two

Entry one
Formula: C5H12NO
Source: the Open Molecules 2025 dataset
Level of theory: ωB97M-V/def2-TZVPD

Last column: Löwdin charge in e.
Positions of all 19 atoms, in Å:
C1 -0.7448 2.3443 -1.7301  -0.12
C2 -0.2631 1.6537 -0.4430  -0.29
N1 0.0474 0.2054 -0.6496  -0.23
C3 -1.1613 -0.5231 -1.0660  -0.13
C4 0.8371 -0.3404 0.4597  -0.17
C5 0.2991 -1.5038 1.6881  -0.51
O1 1.4039 -2.1852 1.9278  -0.38
H1 -1.3908 1.6545 -2.3217  0.04
H2 0.1144 2.7418 -2.3277  0.08
H3 -1.4868 3.1013 -1.4339  0.06
H4 0.6150 2.2281 -0.1390  0.09
H5 -0.9097 1.8882 0.4044  0.10
H6 -0.8809 -1.3530 -1.7322  0.07
H7 -1.7254 0.1812 -1.6856  0.03
H8 -1.8408 -0.9487 -0.2189  0.09
H9 1.7165 -0.9091 0.1987  0.06
H10 0.9847 0.5038 1.1267  0.06
H11 -0.6560 -2.1139 1.2688  0.07
H12 0.0947 -0.7136 2.5331  0.06

Output
SMILES string   CCN(C)CC[O-]
HOMO   -2.07 eV
Net charge   -1
Gap between HOMO and LUMO   5.758 eV
M   102.2 g mol⁻¹

Entry two
Formula: C5H12NO
Source: the Open Molecules 2025 dataset
Level of theory: ωB97M-V/def2-TZVPD

Last column: Löwdin charge in e.
Positions of all 19 atoms, in Å:
C1 -0.6238 0.3339 -2.9957  -0.12
C2 -0.7854 -0.5427 -1.7697  -0.33
N1 -1.3467 0.1599 -0.5775  -0.07
C3 -0.9083 -0.5814 0.6643  -0.28
C4 0.5456 -0.6840 1.1203  -0.22
C5 1.1105 0.6874 1.6070  -0.61
O1 2.1713 0.6203 2.3822  -0.34
H1 0.1838 1.0644 -2.9142  0.07
H2 -1.5119 0.9546 -3.1691  0.07
H3 -0.4661 -0.3108 -3.8629  0.06
H4 -1.4287 -1.3858 -2.0384  0.10
H5 0.1706 -1.0037 -1.5022  0.09
H6 -0.7462 0.9924 -0.5610  0.08
H7 -1.3443 -1.5751 0.4969  0.09
H8 -1.4135 -0.1076 1.5148  0.09
H9 1.1599 -1.1123 0.3274  0.08
H10 0.4014 -1.3493 1.9768  0.10
H11 0.1832 1.2137 2.0785  0.08
H12 1.1165 1.3121 0.6574  0.07

Output
SMILES string   CCNCCC[O-]
HOMO   -2.32 eV
Net charge   -1
Gap between HOMO and LUMO   6.001 eV
M   102.2 g mol⁻¹

Winner for stability: entry two